ORCA calculation (ωB97M-V/def2-TZVPD) on 11 unconnected molecules or ions with the total composition C42H63N3O14 in a non-equilibrium geometry.

```
122
Properties=species:S:1:pos:R:3:forces:R:3:lowdin_charge:R:1
C -2.36160 -1.59789 -5.70177 -2.0147 -0.0288 -0.8683 -0.07
C -1.32296 -1.51300 -4.84040 0.1921 1.3251 0.6002 -0.07
C -1.10637 -0.35807 -4.08745 0.0829 0.1103 -0.5471 0.01
C -1.97342 0.68369 -4.24418 0.6310 0.4704 0.8996 -0.14
C -3.08607 0.57418 -5.04178 -1.1098 2.8964 0.2975 -0.05
C -3.29613 -0.52913 -5.79138 -0.0967 -1.8417 -0.7440 -0.07
N -1.70064 1.96785 -3.47690 -0.3024 -0.4344 -0.1849 -0.30
O -2.52736 2.86596 -3.56983 0.6327 -0.5494 0.0767 0.06
O -0.67554 2.02431 -2.81028 -0.7900 0.0109 -0.5262 0.06
H -2.54994 -2.51901 -6.26843 0.2033 0.4691 0.1601 0.12
H -0.62635 -2.27569 -4.74098 1.0816 -1.4286 0.1026 0.08
H -0.23255 -0.24167 -3.49529 0.5701 -0.0851 0.5503 0.09
H -3.74886 1.47310 -5.04593 0.4069 -1.0346 -0.1839 0.14
H -4.19640 -0.62742 -6.42017 0.6409 0.1220 0.3136 0.12
C 5.78072 -1.20768 3.93874 -0.2407 -0.3839 -0.2874 -0.06
C 4.59767 -1.80572 3.49293 0.5511 0.2498 -1.2377 -0.04
C 4.35952 -2.05078 2.12685 0.3385 0.3546 1.4204 0.00
C 5.33451 -1.60747 1.26665 -1.4748 -0.0702 -1.4855 -0.16
C 6.48962 -1.02778 1.65559 0.9025 0.1950 0.7976 -0.02
C 6.73559 -0.83598 3.00320 0.2404 0.1462 0.7225 -0.05
N 5.00821 -1.60570 -0.20778 1.3363 -1.3710 0.6974 -0.33
O 3.84634 -1.57541 -0.50926 -0.8785 0.3066 -0.2845 0.07
O 5.93055 -1.74717 -0.99582 -0.1753 0.5085 0.2470 0.08
H 5.99250 -1.08944 5.00368 -0.2910 0.1238 -0.3553 0.11
H 3.80977 -1.99248 4.15794 -0.8239 -0.5916 1.0303 0.09
H 3.47558 -2.57252 1.79497 -0.1285 0.2633 -0.0943 0.11
H 7.20420 -0.79186 0.91894 0.7179 0.5074 -0.7282 0.11
H 7.64718 -0.36806 3.38037 -0.1546 -0.1741 -0.4551 0.12
C -4.82410 4.14064 -0.43425 -0.5391 1.6367 1.5853 -0.05
C -4.36033 2.90179 -0.70682 -0.0604 -1.5903 -2.1700 -0.08
C -3.85813 2.04923 0.26474 -0.4787 0.7033 0.8887 -0.01
C -3.92255 2.43184 1.59274 0.6479 0.9398 -0.4876 -0.14
C -4.37892 3.71716 1.91280 0.2253 -0.8869 0.7410 -0.04
C -4.82856 4.54886 0.93287 -0.2507 0.4195 -1.6776 -0.06
N -3.28829 1.56425 2.60439 -0.4353 -1.1986 0.7593 -0.29
O -2.95678 0.44390 2.20071 0.0286 1.1043 0.5784 0.05
O -3.20829 1.90955 3.79056 -0.0905 0.0446 -1.8367 0.06
H -5.18291 4.83257 -1.21440 0.2136 -0.5452 0.4766 0.12
H -4.44182 2.50756 -1.74550 0.4388 0.3805 0.9070 0.11
H -3.41795 1.13832 -0.00533 0.3190 -1.1842 -0.3468 0.08
H -4.33325 4.03845 2.93364 -0.0753 0.1090 0.3922 0.12
H -5.16909 5.54724 1.16360 0.0201 0.0350 0.1915 0.11
C -2.19345 -0.84003 5.56815 1.4640 0.1686 -0.4461 0.00
C -0.66403 -0.63200 5.46131 0.1980 -0.1949 0.5040 -0.43
O 0.09803 -1.51930 5.10619 -0.7814 0.4735 -0.0127 0.01
C -0.03339 0.72939 5.87933 -0.2550 -1.2117 -1.5774 0.00
H -2.45970 -0.51676 6.55281 -0.3465 0.0157 0.7765 0.07
H -2.48562 -1.87629 5.38393 0.1704 0.2022 0.0109 0.07
H -2.69152 -0.15319 4.89594 -0.0916 0.0725 -0.3091 0.04
H -0.61447 1.35054 6.53440 -0.4198 0.2409 0.0948 0.07
H 0.16884 1.21067 4.89804 -0.1943 0.1381 0.6216 0.08
H 0.92292 0.48543 6.31523 0.2835 0.0123 0.2054 0.07
C 1.41540 -3.98540 -3.29409 0.1155 0.7151 -0.2120 -0.04
C 2.56209 -4.86772 -2.97667 0.3450 -0.5695 -0.0781 -0.50
O 3.32470 -5.24746 -3.83752 0.0859 -0.0161 0.2764 0.06
C 2.74684 -5.26987 -1.49754 0.8279 -0.7115 -1.8594 -0.01
H 1.34798 -3.28776 -2.48676 -0.0797 0.8741 0.4625 0.06
H 0.49811 -4.54243 -3.19467 -0.4674 -0.3762 -0.4393 0.09
H 1.54424 -3.42652 -4.24332 -0.2267 -0.6501 0.5374 0.09
H 1.80654 -5.65280 -1.09554 0.2037 0.1594 0.2246 0.08
H 3.10002 -4.36479 -1.01452 -0.0578 -0.0119 0.5054 0.06
H 3.55180 -6.04712 -1.56323 -0.7712 0.6416 0.6118 0.10
C 4.43755 -0.95590 -4.20453 -0.6568 -0.8210 1.6335 -0.01
C 3.32012 -0.31694 -3.40711 -0.1197 0.3414 -0.3083 -0.46
O 2.22443 -0.85708 -3.29983 1.2549 1.0210 0.1968 0.03
C 3.64598 1.12736 -2.89954 -0.7307 -1.3211 -0.0642 -0.01
H 4.93219 -0.24761 -4.81395 0.4645 0.7381 -0.7737 0.07
H 3.99889 -1.77572 -4.75002 0.1705 -0.2989 -0.3554 0.08
H 5.17511 -1.34258 -3.47714 -0.2387 0.0626 -0.2833 0.08
H 2.85230 1.36967 -2.21097 -0.2911 0.3582 0.2276 0.05
H 3.52527 1.74927 -3.80981 0.5240 -0.0376 0.6344 0.10
H 4.61339 1.21771 -2.35330 -0.5069 -0.0794 -0.9093 0.09
C -4.27328 -2.28857 -2.67823 1.8273 0.2104 1.6969 -0.01
C -4.83092 -0.94551 -2.27459 -1.1024 -2.0260 0.7251 -0.49
O -4.17713 0.04301 -2.14691 0.5543 1.1028 0.0157 0.08
C -6.31982 -1.03716 -1.94631 0.5112 1.2717 0.9334 -0.01
H -3.16376 -2.25762 -2.70265 -0.6746 0.1907 -0.7750 0.09
H -4.77589 -2.60016 -3.55681 -0.1105 -0.5576 -1.0356 0.07
H -4.41810 -3.03909 -1.88034 -0.6082 0.3393 -0.2353 0.10
H -6.47522 -1.36412 -0.89665 0.3368 -0.4052 -0.6642 0.10
H -6.81561 -1.67788 -2.65467 -0.4265 -0.1813 -0.0553 0.07
H -6.71135 -0.02251 -1.90250 -0.2799 0.0463 -0.5068 0.08
C -0.21865 -4.26869 2.53158 0.3907 -0.4244 -0.5909 -0.02
C -1.49752 -3.94967 1.79385 -0.6200 -0.0468 -0.7891 -0.50
O -1.52194 -3.70547 0.60465 0.7601 0.0415 -0.0943 0.04
C -2.83588 -3.97386 2.46827 0.2234 0.1004 2.2346 -0.02
H -0.19666 -5.30376 2.92439 -0.2866 0.3312 -0.3376 0.09
H -0.13016 -3.64699 3.42312 0.2406 0.3080 -0.1424 0.06
H 0.61213 -4.16549 1.78563 -0.5828 0.1056 0.9379 0.09
H -3.32510 -4.91816 2.26522 0.0103 -0.3681 0.0629 0.08
H -3.49977 -3.20586 2.11698 -0.0165 0.4524 -0.4787 0.07
H -2.75122 -3.82719 3.57624 -0.0802 -0.3734 -0.8079 0.08
C 3.71860 1.95854 0.80827 -0.3524 -1.2849 -0.0684 0.00
C 3.87508 3.15339 1.73147 0.8303 -0.3130 -1.1251 -0.52
O 4.98593 3.56576 1.95553 0.4086 0.1177 0.4173 0.07
C 2.65813 3.84611 2.15420 -0.5882 2.4244 -1.7672 -0.02
H 4.59722 1.29486 0.91280 -0.4583 0.1408 0.4503 0.07
H 3.92991 2.36013 -0.20772 -0.9738 -0.2275 0.3695 0.08
H 2.74352 1.33217 0.95170 1.7823 1.4269 -0.6783 0.09
H 2.06312 3.16456 2.66261 -1.5484 -1.1207 0.9476 0.04
H 2.08269 4.23446 1.22524 0.8193 -0.9168 1.3130 0.12
H 2.86004 4.73571 2.74910 0.1932 -0.1927 0.1283 0.09
C -1.25533 4.50520 1.15285 1.2020 0.5431 0.6322 -0.03
C -1.26576 5.60180 0.17478 0.8505 1.0997 -1.3415 -0.48
O -1.67764 6.70513 0.49233 0.0835 -0.7401 -0.6534 0.05
C -0.49319 5.30860 -1.14785 -0.2863 -0.1433 0.1766 -0.01
H -0.21636 4.47794 1.56189 -0.7451 0.0060 -0.0267 0.10
H -1.43893 3.53188 0.78724 -0.3348 -0.9355 -0.5722 0.04
H -1.95436 4.81338 1.88568 -0.4633 -0.1651 1.1270 0.07
H 0.30134 4.56963 -0.85186 -0.7094 0.5320 -0.6984 0.08
H -0.02651 6.22945 -1.53162 -0.1953 -0.2991 0.2391 0.08
H -1.14296 4.89411 -1.97829 0.6495 0.1991 1.1475 0.08
C 1.03115 -0.48835 1.82543 1.0341 1.2684 -1.1664 -0.01
C 0.22860 0.78233 1.46493 1.0439 -0.0244 2.3996 -0.45
O 0.15743 1.64450 2.35146 -0.5352 -0.8111 -1.9638 0.02
C -0.28545 0.83641 0.05573 -0.8374 0.9196 1.0163 -0.01
H 1.92055 -0.14190 2.39436 -0.2308 -0.1463 -0.6647 0.09
H 1.29784 -1.00907 0.88992 0.1692 -0.0228 0.5551 0.08
H 0.60124 -1.15497 2.52242 -1.2163 -0.6778 0.5954 0.04
H 0.52467 0.71932 -0.64575 0.2758 -0.0964 -0.3000 0.08
H -0.84764 1.76570 -0.13237 0.3239 -0.4409 -0.0495 0.07
H -0.95441 -0.01742 -0.01212 -0.1407 -0.2055 -0.3630 0.10
```
Forces are in eV/Å.

Values from the calculation:
SMILES = O=[N+]([O-])c1ccccc1.O=[N+]([O-])c1ccccc1.O=[N+]([O-])c1ccccc1.CC(C)=O.CC(C)=O.CC(C)=O.CC(C)=O.CC(C)=O.CC(C)=O.CC(C)=O.CC(C)=O
Spin multiplicity = 1
Relative energy (zero: lowest compared OMol25 entry of this formula, charge and spin) = 10.758 eV
E_HOMO = -9.2543 eV
Frontier orbital gap = 8.6 eV
E_LUMO = -0.6857 eV
Total energy = -77701.223 eV
Molecular weight = 834.0 g/mol